A cluster of 2 separate species, C5H14N in total at a distorted geometry. Source: the Open Molecules 2025 dataset; level of theory: ωB97M-V/def2-TZVPD.

Summary:
Charge = +1
Frontier orbital gap = 6.029 eV
Relative energy (zero: lowest compared OMol25 entry of this formula, charge and spin) = 7.375 eV
Molar mass = 88.2 g mol⁻¹
Spin multiplicity = 1

Cartesian coordinates (Å):
N (-0.848, 1.580, -1.596)
C (0.696, 0.137, 0.289)
C (0.083, -0.836, 1.298)
C (0.473, -0.741, 2.755)
C (0.664, -0.352, -1.159)
C (-0.676, 0.069, -1.784)
H (0.822, -1.440, -1.200)
H (-1.801, 0.862, 0.471)
H (1.435, 0.122, -1.774)
H (-1.341, 1.602, -0.611)
H (-1.040, -0.704, 1.124)
H (0.279, -1.884, 0.982)
H (0.201, 1.109, 0.261)
H (1.537, -0.530, 2.918)
H (1.752, 0.261, 0.493)
H (-1.585, 1.709, -2.309)
H (0.215, -1.683, 3.237)
H (-0.112, 0.021, 3.287)
H (-0.729, -0.125, -2.853)
H (-1.492, -0.448, -1.290)

Forces on the atoms, in the same order (eV/Å):
-2.07 -2.85 0.65
1.00 -0.49 -0.50
0.60 -0.27 -0.93
-0.99 0.33 0.55
-0.69 0.08 -0.43
1.38 -0.04 -0.21
-0.15 0.29 -0.14
0.74 0.10 -0.70
0.11 -0.09 0.30
0.19 0.93 0.37
-0.68 0.24 0.21
-0.30 0.60 -0.13
0.45 0.23 0.79
-0.18 -0.06 -0.33
0.19 0.25 0.51
0.05 0.92 0.40
0.18 0.02 0.08
0.33 0.06 -0.07
0.00 -0.07 0.01
-0.16 -0.18 -0.44